Entry 1:
Density functional theory data (the ωB97M-V functional and the def2-TZVPD basis) for C44H57N7ORe as an isolated structure.

Element x y z (Å)
Re (0.235, 0.068, 0.261)
C (5.290, 2.884, -1.877)
C (5.262, 2.504, -0.389)
C (4.264, 1.427, -0.170)
C (4.488, 0.064, -0.200)
C (5.785, -0.644, -0.368)
C (6.383, -1.008, 0.995)
C (3.209, -0.565, -0.008)
C (2.978, -1.936, -0.010)
C (1.746, -2.579, -0.001)
C (1.548, -4.000, -0.071)
C (2.620, -5.024, -0.018)
C (3.123, -5.388, -1.418)
C (0.195, -4.214, -0.210)
C (-0.427, -2.918, -0.185)
C (-1.793, -2.671, -0.272)
C (-2.424, -1.441, -0.122)
N (-1.800, -0.260, 0.193)
C (-2.781, 0.697, 0.279)
C (-2.557, 2.052, 0.491)
C (-1.328, 2.704, 0.513)
N (-0.112, 2.086, 0.401)
C (0.832, 3.072, 0.262)
C (2.196, 2.843, 0.108)
C (2.849, 1.614, 0.023)
N (2.238, 0.391, 0.125)
C (0.193, 4.365, 0.299)
C (-1.153, 4.134, 0.487)
C (-2.261, 5.129, 0.536)
C (-2.902, 5.292, -0.849)
C (0.873, 5.673, 0.093)
C (1.549, 6.204, 1.361)
C (-4.066, 0.104, 0.010)
C (-3.841, -1.232, -0.220)
C (-4.828, -2.291, -0.560)
C (-4.787, -2.611, -2.057)
C (-5.364, 0.824, -0.093)
C (-6.022, 1.043, 1.274)
N (0.530, -1.945, -0.021)
C (-0.509, -5.523, -0.246)
C (-1.006, -5.917, 1.153)
H (6.017, 3.675, -2.043)
H (4.308, 3.229, -2.199)
H (5.565, 2.020, -2.478)
H (5.019, 3.385, 0.209)
H (6.252, 2.158, -0.090)
H (6.484, -0.005, -0.908)
H (5.640, -1.556, -0.948)
H (6.568, -0.110, 1.577)
H (7.326, -1.527, 0.855)
H (5.708, -1.650, 1.557)
H (3.845, -2.574, -0.101)
H (2.238, -5.925, 0.461)
H (3.456, -4.658, 0.576)
H (2.318, -5.793, -2.023)
H (3.903, -6.137, -1.338)
H (3.526, -4.519, -1.929)
H (-2.433, -3.523, -0.442)
H (-3.436, 2.678, 0.554)
H (2.813, 3.728, 0.055)
H (-1.875, 6.094, 0.866)
H (-3.021, 4.811, 1.254)
H (-2.164, 5.621, -1.576)
H (-3.697, 6.031, -0.812)
H (-3.323, 4.348, -1.190)
H (0.146, 6.412, -0.244)
H (1.626, 5.565, -0.690)
H (0.813, 6.377, 2.142)
H (2.046, 7.144, 1.136)
H (2.285, 5.501, 1.741)
H (-5.832, -1.969, -0.281)
H (-4.603, -3.192, 0.014)
H (-5.086, -1.742, -2.636)
H (-5.469, -3.423, -2.286)
H (-3.785, -2.903, -2.364)
H (-6.044, 0.242, -0.718)
H (-5.209, 1.786, -0.586)
H (-6.270, 0.088, 1.732)
H (-6.938, 1.617, 1.154)
H (-5.354, 1.579, 1.944)
H (0.174, -6.293, -0.604)
H (-1.355, -5.490, -0.932)
H (-0.173, -5.964, 1.852)
H (-1.478, -6.896, 1.115)
H (-1.732, -5.196, 1.528)
N (-0.913, -1.981, 2.769)
C (-0.216, -0.946, 3.268)
C (-0.166, -0.792, 4.673)
C (0.548, 0.229, 5.233)
C (1.239, 1.095, 4.379)
C (1.137, 0.911, 3.028)
N (0.403, -0.067, 2.448)
H (-1.255, -2.681, 3.406)
H (-0.888, -2.207, 1.788)
H (-0.714, -1.495, 5.280)
H (0.591, 0.356, 6.303)
H (1.830, 1.907, 4.765)
H (1.662, 1.575, 2.359)
C (-1.137, -1.364, -3.764)
N (-1.608, -0.034, -3.450)
C (-2.873, 0.387, -3.998)
C (-0.949, 0.690, -2.573)
O (0.079, 0.300, -1.997)
H (-1.355, -1.602, -4.802)
H (-1.618, -2.106, -3.120)
H (-0.060, -1.400, -3.603)
H (-3.009, -0.037, -4.991)
H (-2.913, 1.471, -4.071)
H (-3.687, 0.041, -3.354)
H (-1.358, 1.696, -2.386)

Properties
- gap between HOMO and LUMO (spin up / spin down) (hartree) = 0.168 / 0.175
- spin multiplicity = 2
- E_HOMO (spin up / spin down) (eV) = -12.17 / -12.08
- net charge = +2

---

Entry 2:
Density functional theory data (the ωB97M-V functional and the def2-TZVPD basis) for a 10-piece molecular cluster, C44H57N9O4 overall.

Element x y z (Å)
C (1.407, 1.743, 2.407)
C (0.320, 0.902, 1.514)
O (-0.979, 1.303, 1.588)
O (0.604, -0.213, 0.598)
C (1.748, -1.027, 1.038)
C (3.222, -0.426, 0.522)
C (3.184, 0.043, -1.072)
C (2.523, -0.984, -2.170)
O (1.903, -0.066, -3.179)
C (1.191, 0.951, -2.345)
O (-0.102, 1.293, -2.380)
C (2.442, 1.502, -1.414)
H (2.164, 2.308, 1.691)
H (1.980, 1.119, 3.214)
H (0.832, 2.598, 3.000)
H (1.757, -1.289, 2.181)
H (1.645, -2.071, 0.470)
H (4.062, -1.252, 0.715)
H (3.563, 0.520, 1.126)
H (4.316, 0.280, -1.357)
H (3.163, -1.886, -2.582)
H (1.553, -1.507, -1.709)
H (2.105, 2.156, -0.487)
H (3.144, 2.045, -2.177)
C (-4.904, 3.341, 3.960)
C (-5.065, 4.061, 2.752)
C (-3.947, 3.829, 1.983)
N (-3.114, 2.999, 2.687)
C (-3.692, 2.692, 3.892)
H (-5.598, 3.300, 4.790)
H (-5.908, 4.680, 2.472)
H (-3.672, 4.184, 0.999)
H (-2.214, 2.665, 2.368)
H (-3.191, 2.040, 4.596)
C (3.054, 1.899, -7.728)
C (2.382, 3.050, -7.252)
C (1.781, 2.711, -6.060)
N (2.063, 1.395, -5.803)
C (2.843, 0.893, -6.812)
H (3.630, 1.813, -8.640)
H (2.341, 4.022, -7.727)
H (1.177, 3.292, -5.376)
H (1.746, 0.875, -4.995)
H (3.180, -0.135, -6.792)
C (-5.974, -1.234, 1.912)
C (-5.669, -1.695, 0.609)
C (-4.499, -1.081, 0.220)
N (-4.091, -0.262, 1.240)
C (-4.981, -0.353, 2.279)
H (-6.826, -1.515, 2.518)
H (-6.241, -2.399, 0.018)
H (-3.925, -1.156, -0.694)
H (-3.262, 0.317, 1.229)
H (-4.833, 0.216, 3.186)
C (6.340, -4.663, 0.607)
C (6.689, -3.505, -0.128)
C (6.012, -3.560, -1.326)
N (5.270, -4.713, -1.341)
C (5.460, -5.389, -0.164)
H (6.692, -4.937, 1.593)
H (7.361, -2.716, 0.182)
H (5.995, -2.880, -2.167)
H (4.676, -5.016, -2.101)
H (4.956, -6.328, 0.022)
C (3.195, 3.042, 6.503)
C (1.960, 2.657, 7.076)
C (1.845, 1.293, 6.926)
N (2.965, 0.842, 6.277)
C (3.797, 1.901, 6.020)
H (3.603, 4.043, 6.449)
H (1.233, 3.304, 7.549)
H (1.063, 0.607, 7.222)
H (3.149, -0.121, 6.028)
H (4.742, 1.752, 5.516)
C (4.352, 2.231, 11.857)
C (4.700, 3.390, 11.122)
C (4.023, 3.335, 9.924)
N (3.282, 2.182, 9.909)
C (3.472, 1.505, 11.086)
H (4.704, 1.957, 12.843)
H (5.372, 4.179, 11.433)
H (4.006, 4.015, 9.083)
H (2.687, 1.878, 9.149)
H (2.967, 0.567, 11.273)
C (-7.550, -3.000, -2.839)
C (-8.512, -2.928, -3.874)
C (-8.291, -1.754, -4.559)
N (-7.232, -1.113, -3.970)
C (-6.770, -1.869, -2.923)
H (-7.437, -3.793, -2.111)
H (-9.283, -3.654, -4.097)
H (-8.796, -1.320, -5.411)
H (-6.851, -0.223, -4.262)
H (-5.930, -1.536, -2.329)
C (-11.668, -3.674, -7.106)
C (-10.851, -4.727, -7.583)
C (-9.679, -4.164, -8.035)
N (-9.761, -2.808, -7.851)
C (-10.968, -2.501, -7.280)
H (-12.659, -3.762, -6.679)
H (-11.092, -5.782, -7.596)
H (-8.796, -4.611, -8.472)
H (-9.043, -2.140, -8.098)
H (-11.226, -1.476, -7.048)
C (6.964, 0.851, -4.046)
C (7.906, 1.488, -3.202)
C (8.335, 0.553, -2.287)
N (7.683, -0.624, -2.546)
C (6.849, -0.453, -3.620)
H (6.430, 1.296, -4.875)
H (8.235, 2.518, -3.257)
H (9.047, 0.625, -1.475)
H (7.799, -1.484, -2.026)
H (6.245, -1.272, -3.988)

Properties
- gap between HOMO and LUMO (hartree) = 0.269
- E_HOMO (eV) = -7.69

---

| no. | maximum force (eV/Å) | E_tot (Eh) |
| --- | --- | --- |
| 1 | 2.27 | -2247.31878 |
| 2 | 9.42 | -2504.30323 |